# 1
A 5-piece molecular cluster, CH12N2O4 overall in a non-equilibrium geometry, computed with ωB97M-V/def2-TZVPD.

Its charge is -1. As for the molecular weight: 116.12 g mol⁻¹. The value obtained for the orbital gap (alpha / beta) is 2.76 / 9.76 eV. The value obtained for the energy above the lowest of the compared OMol25 structures with the same formula, charge and spin is 15.81 kcal per mole. The spin multiplicity is 2. The value obtained for the HOMO energy (alpha / beta) is 0.6 / -6.5 eV. The value obtained for the max |F| is 1.53 eV/A.

```
19
CH12N2O4 | the OMol25 dataset | ωB97M-V/def2-TZVPD
N -0.733 1.119 -0.281
C -0.521 1.837 0.818
N 0.047 1.468 1.917
H -0.409 0.169 -0.388
H -1.425 1.390 -0.956
H -0.795 2.893 0.681
H -0.337 2.015 2.680
H 0.860 -1.500 2.177
H 0.073 -0.518 1.404
O 0.245 -1.479 1.433
H 4.451 -2.174 -1.820
H 3.317 -1.363 -2.416
O 4.141 -1.266 -1.921
H -0.741 -0.052 -4.144
H 0.381 0.695 -3.443
O -0.343 0.065 -3.250
H -2.309 -1.689 2.728
H -2.790 -0.463 2.088
O -3.111 -1.147 2.691
```

---

# 2
A 5-piece molecular cluster, CH12N2O4 overall in a non-equilibrium geometry, computed with ωB97M-V/def2-TZVPD.

As for the molecular weight: 116.12 g mol⁻¹. Its SMILES is [H]/N=C/N.O.O.O.O. The value obtained for the orbital gap is 10.35 eV. The value obtained for the energy above the lowest of the compared OMol25 structures with the same formula, charge and spin is 38.33 kcal per mole. The value obtained for the HOMO energy is -9.7 eV. The value obtained for the max |F| is 1.91 eV/A.

```
19
CH12N2O4 | the OMol25 dataset | ωB97M-V/def2-TZVPD
N -1.501 -0.236 -0.634
C -2.572 0.407 -0.040
N -2.607 0.851 1.172
H -0.600 0.156 -0.384
H -1.603 -0.529 -1.593
H -3.324 0.648 -0.785
H -3.544 0.586 1.493
H 1.860 -0.631 -0.444
H 3.247 -0.557 -0.955
O 2.616 -0.003 -0.470
H 0.697 -1.430 1.190
H 1.754 -2.626 1.160
O 1.160 -2.089 0.630
H -0.802 0.572 1.654
H 0.108 0.186 2.807
O -0.002 0.033 1.864
H 2.159 2.186 -2.193
H 1.336 0.967 -1.865
O 1.619 1.507 -2.606
```

---

# 3
CH12N2O5 as an isolated structure in a non-equilibrium geometry, computed with ωB97M-V/def2-TZVPD.

As for the molecular weight: 132.12 g mol⁻¹. The value obtained for the orbital gap is 5.10 eV. The value obtained for the energy above the lowest of the compared OMol25 structures with the same formula, charge and spin is 191.78 kcal per mole. The value obtained for the HOMO energy is -9.6 eV. The value obtained for the max |F| is 7.80 eV/A.

```
20
CH12N2O5 | the OMol25 dataset | ωB97M-V/def2-TZVPD
N 0.343 2.135 -1.001
C -0.076 0.808 -0.751
N 1.082 0.085 -0.337
O -0.862 0.328 -1.742
H 1.180 2.216 -1.552
H -0.413 2.684 -1.382
H -0.703 0.677 0.232
H 1.057 -0.908 -0.628
H 1.180 1.406 2.968
H 1.466 0.270 0.595
O 1.083 0.796 2.239
H -0.072 0.329 1.908
H -1.775 0.358 2.098
O -1.065 0.021 1.543
H -0.235 -2.292 -0.309
H -0.745 -1.405 0.951
O -0.406 -2.288 0.642
H -0.536 -0.711 -1.773
H -0.472 -2.585 -2.121
O -0.030 -1.922 -1.581
```

---

# 4
CH12N2O5 as an isolated structure in a non-equilibrium geometry, computed with ωB97M-V/def2-TZVPD.

As for the molecular weight: 132.12 g mol⁻¹. The value obtained for the orbital gap is 4.83 eV. The value obtained for the energy above the lowest of the compared OMol25 structures with the same formula, charge and spin is 196.56 kcal per mole. The value obtained for the HOMO energy is -10.0 eV. The value obtained for the max |F| is 4.58 eV/A.

```
20
CH12N2O5 | the OMol25 dataset | ωB97M-V/def2-TZVPD
N 0.017 1.288 2.272
C -0.050 0.447 1.070
N 1.215 0.076 0.520
O -0.846 -0.596 1.349
H -0.321 2.237 2.144
H -0.496 0.866 3.031
H -0.535 1.092 0.297
H 1.386 -0.935 0.449
H 0.776 2.500 -2.081
H 1.366 0.618 -0.340
O 0.542 1.850 -1.397
H -0.519 1.219 -1.629
H -2.018 0.841 -2.267
O -1.407 0.534 -1.582
H 0.363 -2.030 -0.933
H -0.366 -1.040 -1.868
O 0.447 -1.582 -1.808
H -0.285 -1.571 1.079
H 0.323 -3.359 0.987
O 0.407 -2.454 0.704
```

---

# 5
A 4-piece molecular cluster, CH12NO3 overall in a non-equilibrium geometry, computed with ωB97M-V/def2-TZVPD.

Its charge is +2. As for the molecular weight: 86.11 g mol⁻¹. The value obtained for the orbital gap (alpha / beta) is 13.72 / 3.60 eV. The value obtained for the energy above the lowest of the compared OMol25 structures with the same formula, charge and spin is 6.55 kcal per mole. The spin multiplicity is 2. The value obtained for the HOMO energy (alpha / beta) is -21.1 / -19.4 eV. The value obtained for the max |F| is 1.26 eV/A.

```
17
CH12NO3 | the OMol25 dataset | ωB97M-V/def2-TZVPD
C -0.579 -1.564 1.512
N 0.130 -0.498 0.712
H -0.745 -1.171 2.514
H -1.466 -1.864 0.983
H 0.118 -2.380 1.685
H 0.939 -0.106 1.194
H -0.421 0.306 0.385
H 0.459 -0.918 -0.144
H 3.229 1.031 -0.349
H 2.974 -0.408 -0.769
O 2.511 0.440 -0.627
H -1.203 0.571 -2.681
H -1.273 -0.966 -2.978
O -0.780 -0.292 -2.447
H -1.181 2.967 -0.345
H -1.618 2.604 1.044
O -1.093 2.247 0.311
```

---

# 6
A 5-piece molecular cluster, CH12NO5 overall in a non-equilibrium geometry, computed with ωB97M-V/def2-TZVPD.

Its charge is -1. As for the molecular weight: 118.11 g mol⁻¹. The value obtained for the orbital gap is 9.34 eV. The value obtained for the energy above the lowest of the compared OMol25 structures with the same formula, charge and spin is 2.34 kcal per mole. The value obtained for the HOMO energy is -5.5 eV. The value obtained for the max |F| is 1.28 eV/A.

```
19
CH12NO5 | the OMol25 dataset | ωB97M-V/def2-TZVPD
N -0.516 0.808 0.837
C -0.910 0.021 1.963
O -0.519 0.650 3.227
H -1.305 1.309 0.466
H -0.041 0.244 0.059
H -0.420 -0.948 1.975
H -1.998 0.006 2.032
H -0.097 1.475 2.978
H 2.356 2.488 0.938
O 1.531 2.635 1.407
H 0.928 1.851 1.220
H 1.366 -1.110 -0.849
O 0.552 -0.682 -1.126
H 0.498 -0.402 -2.703
H 0.789 -0.717 -4.154
O 0.384 -0.013 -3.642
H -1.333 -2.847 -2.139
H -0.360 -1.949 -1.203
O -0.904 -2.818 -1.286
```

---

# 7
A 6-piece molecular cluster, CH12O4S2 overall in a non-equilibrium geometry, computed with ωB97M-V/def2-TZVPD.

As for the molecular weight: 152.24 g mol⁻¹. The value obtained for the orbital gap is 3.18 eV. The value obtained for the energy above the lowest of the compared OMol25 structures with the same formula, charge and spin is 144.44 kcal per mole. The value obtained for the HOMO energy is -8.9 eV. The value obtained for the max |F| is 1.35 eV/A.

```
19
CH12O4S2 | the OMol25 dataset | ωB97M-V/def2-TZVPD
C -0.595 -0.081 -0.036
S -1.870 -0.439 1.156
S 2.467 0.597 -1.166
H 0.415 0.070 0.357
H -0.990 0.894 -0.427
H -0.590 -0.770 -0.885
H 3.716 0.833 -1.598
H -3.575 -2.639 -0.848
H -2.532 -2.407 0.161
O -2.959 -3.143 -0.304
H 1.260 1.756 1.890
H 1.904 2.196 0.485
O 1.287 2.422 1.182
H 1.093 0.185 -2.754
H 0.486 0.576 -4.160
O 0.408 -0.015 -3.410
H 0.241 0.986 3.480
H -0.497 0.121 2.558
O 0.433 0.346 2.794
```

---

# 8
A 5-piece molecular cluster, CH12O4S2 overall in a non-equilibrium geometry, computed with ωB97M-V/def2-TZVPD.

As for the molecular weight: 152.24 g mol⁻¹. Its SMILES is CSS.O.O.O.O. The value obtained for the orbital gap is 9.24 eV. The value obtained for the energy above the lowest of the compared OMol25 structures with the same formula, charge and spin is 24.42 kcal per mole. The value obtained for the HOMO energy is -8.8 eV. The value obtained for the max |F| is 2.02 eV/A.

```
19
CH12O4S2 | the OMol25 dataset | ωB97M-V/def2-TZVPD
C 4.053 -4.477 1.240
S 5.023 -3.999 -0.193
S 5.937 -2.245 0.444
H 2.990 -4.282 1.111
H 4.343 -4.046 2.197
H 4.129 -5.557 1.381
H 6.698 -2.834 1.375
H -5.498 0.579 -2.246
H -4.325 0.654 -1.151
O -4.571 0.706 -2.065
H -3.393 1.382 0.381
H -4.001 0.541 1.576
O -4.009 0.684 0.630
H -2.521 3.764 -0.240
H -1.953 4.077 1.206
O -2.525 3.513 0.685
H 0.086 4.589 -2.374
H -0.589 3.174 -2.085
O 0.126 3.776 -1.872
```

---

# 9
A single CH13N7P2 molecule in a non-equilibrium geometry, computed with ωB97M-V/def2-TZVPD.

As for the molecular weight: 185.11 g mol⁻¹. The value obtained for the orbital gap is 9.45 eV. The value obtained for the energy above the lowest of the compared OMol25 structures with the same formula, charge and spin is 38.82 kcal per mole. The value obtained for the HOMO energy is -8.8 eV. The value obtained for the max |F| is 5.30 eV/A.

```
23
CH13N7P2 | the OMol25 dataset | ωB97M-V/def2-TZVPD
C -3.122 0.324 0.172
N -1.891 0.494 -0.716
N -0.636 -1.875 0.111
N 0.751 0.418 -0.896
N -0.506 0.486 1.508
N 2.489 -1.538 0.119
N 3.729 0.629 -1.007
N 2.291 0.907 1.398
P -0.530 -0.324 0.081
P 2.667 0.184 0.052
H -3.432 -0.683 0.279
H -3.917 0.887 -0.252
H -2.924 0.690 1.146
H 0.885 -0.082 -1.726
H 0.495 1.381 -1.185
H 0.145 0.310 2.293
H -0.991 1.286 1.408
H 3.470 -1.752 -0.063
H 2.084 -1.935 0.947
H -2.038 -0.192 -1.465
H 3.930 0.153 -1.903
H 0.128 -2.364 0.512
H 2.564 1.794 1.551
```

---

# 10
A 5-piece molecular cluster, CH13NO4 overall in a non-equilibrium geometry, computed with ωB97M-V/def2-TZVPD.

Its charge is -1. As for the molecular weight: 103.12 g mol⁻¹. The value obtained for the orbital gap (alpha / beta) is 2.40 / 10.74 eV. The value obtained for the energy above the lowest of the compared OMol25 structures with the same formula, charge and spin is 8.92 kcal per mole. The spin multiplicity is 2. The value obtained for the HOMO energy (alpha / beta) is 1.0 / -7.1 eV. The value obtained for the max |F| is 1.42 eV/A.

```
19
CH13NO4 | the OMol25 dataset | ωB97M-V/def2-TZVPD
C 0.292 1.163 3.563
N 0.602 2.308 2.658
H 0.060 0.235 3.019
H -0.676 1.311 4.028
H 1.154 0.953 4.193
H -0.280 2.338 2.138
H 0.571 3.154 3.215
H 1.218 1.868 0.640
H 1.710 1.548 -0.759
O 1.095 1.215 -0.091
H -1.028 0.566 -3.051
H -2.142 1.325 -2.382
O -1.606 1.338 -3.181
H 1.470 -4.896 -1.368
H 0.962 -5.703 -2.492
O 0.707 -5.465 -1.600
H -0.442 0.293 -0.531
H -0.824 -1.123 -0.844
O -1.182 -0.235 -0.914
```

---

Taking the records one at a time from the top gives DFT total energy values of -12400.7723, -12401.1792, -14442.5840, -14442.3764, -8842.8396, -12960.8625, -31086.5783, -31091.7826, -30256.4060, -10926.8194 eV.